Entry 1:
A structure of composition C24H30BrN3O9Os. Source: OMol25; level of theory: ωB97M-V/def2-TZVPD.

ORCA input file:
```
! wB97M-V def2-TZVPD RIJCOSX def2/J DEFGRID3
* xyz 2 1
Os 0.041 0.345 -0.199
Br -0.846 -1.626 -1.423
O -1.606 1.306 0.003
O -0.198 -0.067 1.783
O 1.157 3.336 2.242
O 0.991 1.954 0.643
O 1.721 -0.387 -0.746
O -5.191 2.987 -0.591
O -2.083 6.635 3.173
O -3.713 1.646 -1.397
O -3.966 6.645 2.115
N 0.469 2.813 1.431
N -4.080 2.528 -0.654
N -2.887 6.185 2.392
C 1.894 -1.434 -1.571
C 5.686 -1.495 -2.466
C 2.829 -4.577 -5.488
C -0.882 -1.954 3.094
C 3.296 -2.966 -2.879
C 0.850 -2.192 -1.975
C 2.234 -3.761 -3.223
C 4.173 0.481 -2.346
C -1.245 4.430 1.906
C 0.992 -0.659 2.439
C 2.448 -5.016 -4.068
C -3.070 3.128 0.257
C -0.911 3.246 1.257
C -1.826 2.528 0.469
C 4.427 -0.943 -1.793
C -3.422 4.311 0.875
C 3.213 -1.778 -2.068
C -1.400 -0.824 2.213
C 0.955 -3.335 -2.785
C 0.594 -2.091 2.703
C 4.677 -0.888 -0.267
C 1.183 -5.873 -4.128
C 3.590 -5.845 -3.467
C -2.507 4.930 1.707
H 3.378 0.997 -1.810
H -4.398 4.747 0.703
H 0.057 -3.871 -3.066
H 4.272 -3.236 -3.243
H 3.396 -6.103 -2.425
H 4.807 -1.888 0.148
H 6.523 -0.843 -2.217
H 4.551 -5.334 -3.524
H 1.400 -6.790 -4.675
H 2.035 -3.989 -5.952
H 5.093 1.054 -2.224
H -0.537 4.952 2.535
H 5.942 -2.495 -2.114
H 0.836 -6.160 -3.132
H -2.059 -0.131 2.731
H 3.001 -5.458 -6.107
H -1.449 -2.867 2.932
H 3.873 -0.382 0.263
H -0.964 -1.686 4.147
H 3.743 -3.982 -5.494
H 1.844 -0.521 1.780
H 5.600 -1.510 -3.553
H 3.686 -6.775 -4.027
H 1.196 -2.533 3.494
H 5.599 -0.330 -0.101
H 3.929 0.455 -3.408
H 0.368 -5.373 -4.655
H 1.165 -0.106 3.362
H -1.907 -1.180 1.320
H 0.706 -2.695 1.800
*
```

- Energy above the lowest of the compared OMol25 structures with the same formula, charge and spin: 73.2 kJ/mol
- HOMO-LUMO gap (alpha / beta): 5.049 / 5.054 eV
- HOMO (alpha / beta): -14.8 / -14.7 eV

Entry 2:
A cluster of 3 separate species, C24H30F16N4O2P in total. Source: OMol25; level of theory: ωB97M-V/def2-TZVPD.

ORCA input file:
```
! wB97M-V def2-TZVPD RIJCOSX def2/J DEFGRID3
* xyz 1 1
P -3.345 -0.543 1.837
F 2.781 3.816 -7.814
F 0.838 2.817 -6.104
F 0.714 -1.911 0.420
F 1.920 4.637 -3.324
F 4.119 2.453 -8.886
F 2.080 -2.635 1.961
F -0.207 4.365 -4.956
F 3.203 -2.923 -0.518
F 5.568 2.033 -6.695
F 2.677 -4.805 0.439
F 3.462 1.441 -6.482
F -0.287 -2.291 -2.238
F 0.751 -0.129 -3.421
F 2.014 -0.762 -1.750
F 2.370 5.094 -5.403
F 0.483 -2.636 -4.267
O 3.098 3.178 -4.461
O 1.396 -4.097 -1.198
N -1.845 -2.694 3.018
N -2.708 -4.422 2.026
N -1.845 -4.025 2.907
N -3.281 -3.362 1.532
C 4.282 3.274 -5.228
C -4.760 -0.959 0.729
C -2.601 0.914 -0.467
C -5.869 0.096 0.809
C 0.585 -0.184 4.599
C -1.220 0.955 7.756
C 0.844 -2.423 -2.974
C 0.757 3.420 -4.904
C 1.314 -3.015 0.910
C -0.850 2.870 6.350
C -0.207 2.062 5.422
C -0.068 0.692 5.643
C -2.020 0.064 0.675
C -1.361 2.316 7.521
C -2.759 -2.266 2.135
C 4.293 2.503 -6.553
C -0.437 -0.680 3.544
C 2.090 4.093 -4.554
C -0.574 0.149 6.824
C 4.023 3.295 -7.836
C 1.614 -3.676 -2.535
C 1.599 -1.090 -2.994
C -1.015 -1.995 4.015
C 2.176 -3.702 -0.156
H 1.371 0.373 4.092
H -2.751 0.312 -1.362
H 2.460 -1.135 -3.665
H 0.542 -3.701 1.269
H 1.047 -1.037 5.103
H -0.448 -0.907 7.042
H -5.149 -1.918 1.071
H -1.884 1.694 -0.725
H -4.406 -1.115 -0.290
H -1.852 2.948 8.249
H -3.543 1.392 -0.205
H 4.755 4.099 -7.954
H -1.460 -0.785 0.280
H 0.007 -0.754 2.552
H 2.674 -3.598 -2.775
H -0.195 -2.679 4.253
H -1.244 0.058 3.521
H -1.266 -4.653 3.453
H 4.598 4.308 -5.367
H -0.946 3.932 6.164
H 1.199 -4.481 -3.139
H -6.034 0.419 1.837
H -1.599 0.525 8.675
H -5.664 0.965 0.185
H -6.804 -0.337 0.449
H 0.503 2.679 -4.143
H -1.327 0.665 1.265
H 0.204 2.490 4.512
H -1.617 -1.855 4.915
H 5.039 2.781 -4.619
*
```

- HOMO-LUMO gap: 7.722 eV
- HOMO: -11.7 eV

Entry 3:
A cluster of 6 separate species, C24H30F18O12 in total. Source: OMol25; level of theory: ωB97M-V/def2-TZVPD.

ORCA input file:
```
! wB97M-V def2-TZVPD RIJCOSX def2/J DEFGRID3
* xyz 0 1
F 2.510 -2.448 0.629
F -5.502 5.631 -1.306
F -3.084 -3.518 -3.834
F -3.011 -0.732 1.802
F 0.850 -3.322 1.736
F -4.976 -0.307 1.099
F -3.983 7.137 -0.951
F -4.611 -2.225 1.966
F 7.821 1.092 3.810
F -3.590 -2.526 -1.960
F 1.170 -3.777 -0.374
F 3.029 -2.321 -1.907
F 7.215 2.995 3.009
F 7.290 1.271 1.703
F -5.355 6.630 0.636
F -1.746 -3.603 -2.162
F 5.165 -2.179 -2.052
F 3.980 -0.367 -1.733
O -0.595 -1.527 -3.424
O -0.850 -1.805 0.043
O -5.150 -1.214 4.283
O 5.039 1.786 4.328
O -2.591 -0.770 -4.031
O -4.170 0.726 3.768
O 4.466 -2.425 -4.497
O -4.240 4.275 0.974
O 3.430 -0.433 -4.396
O -2.650 4.833 -0.497
O 1.013 -0.559 -0.260
O 4.871 0.880 2.283
C 0.164 -0.444 -3.916
C -0.359 1.332 0.591
C -3.698 5.046 0.044
C 0.213 0.592 -0.598
C -5.715 -2.085 6.473
C -5.505 -0.845 5.597
C 5.242 -3.613 -6.463
C -4.668 6.148 -0.395
C 4.534 -2.404 -5.913
C 5.534 1.428 3.304
C 4.022 -1.528 -2.342
C 0.470 -0.444 -5.424
C 1.261 -2.832 0.566
C 3.898 -1.405 -3.878
C -4.300 -0.943 2.068
C -4.573 -0.363 3.471
C -2.604 -2.796 -2.806
C -3.486 3.204 1.505
C 3.021 -0.270 3.414
C 7.002 1.686 2.942
C -2.529 3.674 2.610
C 0.326 -1.669 0.125
C -1.930 -1.556 -3.419
C 3.483 0.651 2.317
H -2.974 4.461 3.216
H 1.940 -0.372 3.508
H -2.304 2.882 3.325
H 0.879 1.223 -1.188
H -4.237 2.589 2.001
H -6.360 -0.165 5.596
H -0.551 0.292 -1.319
H -3.036 2.548 0.760
H 1.132 -0.461 -3.420
H 3.030 1.646 2.437
H -1.596 3.979 2.135
H 0.406 1.654 1.298
H -4.845 -2.722 6.605
H 3.364 0.072 4.390
H -6.542 -2.683 6.085
H 6.257 -3.719 -6.080
H -0.322 0.498 -3.650
H -6.071 -1.737 7.443
H -0.834 2.203 0.134
H -1.071 0.744 1.169
H 1.141 -1.287 -5.631
H -4.757 -0.223 6.097
H 3.512 -2.416 -6.298
H 4.682 -4.527 -6.269
H 5.077 -1.513 -6.235
H 3.450 -1.272 3.342
H 1.035 0.414 -5.774
H 3.115 0.401 1.321
H 5.312 -3.481 -7.543
H -0.382 -0.787 -6.013
*
```

- Energy above the lowest of the compared OMol25 structures with the same formula, charge and spin: 122.6 kJ/mol
- HOMO-LUMO gap: 11.627 eV
- HOMO: -11.2 eV

Entry 4:
A structure of composition C24H30HfNOS. Source: OMol25; level of theory: ωB97M-V/def2-TZVPD.

ORCA input file:
```
! wB97M-V def2-TZVPD RIJCOSX def2/J DEFGRID3
* xyz 3 1
Hf -0.184 -1.478 0.668
S 2.592 0.447 0.971
O 1.240 -0.347 1.415
N -2.045 -0.318 0.762
C -1.273 0.746 -2.798
C 2.643 1.961 -1.268
C 0.991 3.951 -0.257
C 0.811 -0.262 -3.495
C 2.368 3.086 -2.021
C -0.208 -3.928 -0.365
C 0.164 -3.359 2.352
C 1.208 5.289 -2.380
C 1.276 2.846 0.518
C 1.091 -3.756 0.138
C -2.268 -3.837 2.838
C 0.904 -0.915 -2.281
C 2.074 1.828 -0.004
C -2.400 0.069 -0.646
C -3.245 -0.885 1.435
C 1.273 -3.469 1.497
C 3.027 1.273 2.504
C -0.109 -0.781 -1.317
C 1.521 4.090 -1.546
C -1.631 0.904 1.511
C -1.314 -3.838 0.493
C -0.271 0.577 -3.743
C -1.213 0.051 -1.598
C -1.147 -3.605 1.876
H 0.913 2.813 1.539
H 1.578 -0.394 -4.247
H 0.472 5.932 -1.904
H -3.033 -1.082 2.486
H 2.518 2.227 2.597
H 1.757 -1.560 -2.092
H -2.492 1.552 1.687
H -0.344 1.094 -4.692
H 2.110 5.878 -2.559
H 0.325 -3.286 3.422
H -2.206 -3.214 3.731
H 0.384 4.745 0.159
H 2.782 0.612 3.334
H -2.119 1.386 -3.023
H -0.352 -4.260 -1.386
H -3.250 -3.737 2.382
H -1.211 0.641 2.486
H -4.068 -0.167 1.399
H 0.835 4.990 -3.361
H -2.290 -4.135 0.123
H 3.339 1.220 -1.641
H -2.186 -4.875 3.178
H 1.945 -3.975 -0.491
H -3.575 -1.794 0.936
H 2.833 3.200 -2.993
H -0.900 1.454 0.924
H 2.271 -3.452 1.919
H -2.878 1.052 -0.641
H -3.142 -0.641 -1.014
H 4.106 1.437 2.483
*
```

- Energy above the lowest of the compared OMol25 structures with the same formula, charge and spin: 39.3 kJ/mol
- HOMO-LUMO gap: 7.033 eV
- HOMO: -17.6 eV

Entry 5:
An isolated molecule of C24H30N2O2. Source: OMol25; level of theory: ωB97M-V/def2-TZVPD.

ORCA input file:
```
! wB97M-V def2-TZVPD RIJCOSX def2/J DEFGRID3
* xyz 0 1
O 6.889 -0.902 -0.070
O 4.167 -0.153 0.213
N -1.757 1.633 0.813
N -1.227 -1.917 0.008
C 0.539 -0.180 2.201
C -4.522 -0.159 0.761
C 2.023 -1.233 0.643
C -0.706 -1.766 -1.338
C 0.209 4.663 0.067
C 5.970 -0.879 -1.127
C 1.451 0.847 2.372
C -0.032 -0.419 -1.688
C -0.563 0.667 -0.817
C 2.645 0.844 1.682
C -1.534 0.467 0.121
C 4.551 -1.201 -0.652
C 0.803 -1.210 1.310
C -3.600 -1.036 -0.098
C -3.782 -0.604 -1.556
C -2.142 -0.859 0.435
C -0.231 -2.272 1.012
C -4.007 -2.501 0.069
C 0.820 2.799 -1.349
C 0.983 4.108 -0.955
C 2.947 -0.213 0.825
C -0.748 3.919 0.724
C -0.913 2.597 0.338
C -0.139 2.023 -0.702
H -5.009 -2.660 -0.321
H -0.772 -2.528 1.928
H 4.552 -2.160 -0.117
H 0.367 5.694 0.347
H -3.436 -1.367 -2.246
H -4.331 0.895 0.575
H -4.839 -0.436 -1.757
H 1.724 4.726 -1.442
H 5.964 0.105 -1.616
H 6.300 -1.634 -1.844
H -1.345 4.347 1.517
H -2.389 1.740 1.587
H 1.230 1.659 3.048
H 3.875 -1.266 -1.515
H -1.544 -1.923 -2.018
H 1.051 -0.474 -1.555
H 1.422 2.377 -2.140
H -3.313 -3.146 -0.461
H -3.244 0.319 -1.756
H -5.561 -0.361 0.513
H -0.383 -0.176 2.764
H -3.996 -2.783 1.120
H 2.235 -2.058 -0.021
H 6.550 -0.318 0.620
H 3.361 1.641 1.796
H 0.001 -2.583 -1.506
H -2.229 -0.957 1.524
H 0.267 -3.178 0.655
H -0.217 -0.192 -2.743
H -4.387 -0.362 1.822
*
```

- Energy above the lowest of the compared OMol25 structures with the same formula, charge and spin: 24.7 kJ/mol
- HOMO-LUMO gap: 8.169 eV
- HOMO: -7.5 eV

Entry 6:
An isolated molecule of C24H30N2O3. Source: OMol25; level of theory: ωB97M-V/def2-TZVPD.

ORCA input file:
```
! wB97M-V def2-TZVPD RIJCOSX def2/J DEFGRID3
* xyz 0 1
O 6.273 -0.058 1.940
O -0.348 1.195 -1.443
O -0.232 0.258 2.980
N -1.740 0.177 -0.006
N 0.876 0.904 1.082
C 8.303 -0.618 3.025
C -1.508 1.094 1.098
C -4.247 2.718 0.916
C -0.214 0.700 1.850
C -1.177 -3.094 -2.959
C 4.931 0.145 1.827
C 6.796 -0.492 3.179
C 2.217 0.632 1.374
C 2.655 0.190 2.615
C -2.711 1.088 2.044
C -1.476 -0.166 -3.665
C -1.597 -0.718 -2.238
C -1.174 0.323 -1.217
C 3.151 0.828 0.356
C -1.784 -2.578 -4.270
C -3.973 1.410 1.298
C 4.000 -0.052 2.840
C -5.383 3.017 0.188
C 4.487 0.588 0.578
C -4.864 0.408 0.934
C -6.002 0.704 0.205
C -0.687 -1.942 -2.074
C -6.263 2.010 -0.173
C -1.128 -1.263 -4.675
H -4.675 -0.614 1.237
H -3.565 3.507 1.198
H -0.702 0.604 -3.672
H -2.775 0.107 2.519
H 1.942 0.033 3.407
H -1.655 -3.324 -5.056
H -5.584 4.038 -0.100
H -1.924 -3.681 -2.421
H 2.815 1.170 -0.613
H 5.217 0.737 -0.202
H -1.364 2.091 0.663
H -2.395 -0.571 0.158
H 8.729 0.343 2.750
H -2.856 -2.413 -4.149
H 8.745 -0.951 3.960
H 0.328 -1.654 -2.352
H -2.629 -1.017 -2.030
H 4.305 -0.394 3.816
H 0.703 1.238 0.133
H -0.048 -1.405 -4.726
H -7.151 2.243 -0.742
H 6.360 -1.463 3.454
H 8.537 -1.336 2.243
H 6.555 0.236 3.967
H -0.660 -2.262 -1.029
H -6.687 -0.085 -0.068
H -2.527 1.824 2.828
H -0.335 -3.754 -3.172
H -2.419 0.310 -3.941
H -1.467 -0.963 -5.668
*
```

- Energy above the lowest of the compared OMol25 structures with the same formula, charge and spin: 103.6 kJ/mol
- HOMO-LUMO gap: 8.371 eV
- HOMO: -7.7 eV

Entry 7:
An isolated molecule of C24H30N2O5. Source: OMol25; level of theory: ωB97M-V/def2-TZVPD.

ORCA input file:
```
! wB97M-V def2-TZVPD RIJCOSX def2/J DEFGRID3
* xyz 0 1
O 3.357 1.950 0.424
O -0.731 1.499 2.273
O -2.722 -1.351 3.109
O 1.227 -1.129 3.632
O -3.389 -2.629 0.672
N -2.339 -1.161 -2.661
N -1.210 -2.154 0.021
C -0.041 -1.586 0.653
C 0.482 -0.313 0.019
C 5.302 2.192 1.768
C -1.960 -1.513 -5.143
C 0.181 1.677 -1.268
C -3.677 -0.604 -2.806
C 2.186 1.390 0.028
C 0.362 3.097 3.372
C -2.324 -2.529 -2.177
C -1.125 -2.817 -1.262
C 4.146 1.274 1.384
C -0.298 0.451 -0.829
C -0.617 2.811 2.461
C 0.366 -0.547 3.005
C -0.538 -1.218 2.035
C 1.730 0.143 0.433
C -4.256 -0.173 -1.462
C 6.214 1.535 2.794
C -1.841 -1.510 2.112
C 0.186 0.899 3.067
C -2.271 -2.171 0.851
C -1.480 -0.930 -3.808
C 0.888 1.856 3.769
C 1.399 2.154 -0.838
H 4.890 3.119 2.169
H 5.864 2.440 0.867
H -3.556 -1.751 2.804
H 0.664 4.067 3.710
H -3.613 0.569 -0.996
H -4.353 -1.017 -0.785
H -3.600 0.276 -3.449
H 1.769 3.118 -1.148
H -1.070 -3.903 -1.106
H 1.672 1.668 4.474
H -1.365 0.153 -3.916
H 2.320 -0.476 1.091
H -0.199 -2.485 -1.735
H 3.544 1.035 2.271
H -0.494 -1.338 -3.574
H -4.366 -1.315 -3.289
H -1.257 0.085 -1.158
H 5.660 1.287 3.696
H 0.763 -2.333 0.712
H -3.232 -2.713 -1.605
H -5.241 0.262 -1.611
H -2.073 -2.593 -5.082
H -1.232 -1.290 -5.918
H 7.026 2.206 3.062
H -2.293 -3.259 -3.000
H -1.274 3.448 1.901
H -2.916 -1.083 -5.433
H 6.643 0.619 2.394
H 4.535 0.337 0.962
H -0.420 2.274 -1.938
*
```

- Energy above the lowest of the compared OMol25 structures with the same formula, charge and spin: 305.6 kJ/mol
- HOMO-LUMO gap: 8.481 eV
- HOMO: -8.4 eV